[1]
Computed, not measured: a structure of composition C18H59N23O16S, with ωB97M-V/def2-TZVPD.

For the LUMO energy, the calculation gives 0.1 eV. For the frontier orbital gap, the calculation gives 9.39 eV.

Last column: Mulliken charge in e.
Geometry (Å):
C1 -5.412 3.305 2.316  -1.5413
C2 -3.991 2.896 1.947  0.3952
C3 -4.004 1.851 0.833  -0.6543
N1 -2.900 1.959 -0.138  -0.1457
C4 -1.548 1.644 0.278  0.3974
C5 -0.558 2.801 0.260  -0.7769
C6 -0.922 4.136 0.894  -1.1000
O1 -1.916 4.877 0.230  -0.4316
C7 -0.977 0.528 -0.616  -0.7935
O2 -1.412 -0.698 0.005  -0.4033
S1 -1.133 -0.486 1.556  1.2342
O3 -2.030 -1.276 2.310  -0.5435
O4 0.273 -0.580 1.779  -0.6319
O5 -1.567 1.015 1.604  -0.2163
H1 -5.408 3.978 3.175  0.4191
H2 -5.915 3.792 1.483  0.3560
H3 -6.008 2.431 2.584  0.3521
H4 -3.408 3.758 1.634  -0.0963
H5 -3.502 2.479 2.830  0.2235
H6 -4.912 1.993 0.246  0.5177
H7 -4.064 0.845 1.261  0.2237
H8 -3.123 1.358 -0.919  0.3393
H9 -0.296 2.963 -0.791  0.4198
H10 0.348 2.457 0.769  0.3525
H11 0.012 4.710 0.942  0.3849
H12 -1.254 3.998 1.923  0.3572
H13 -1.726 4.855 -0.719  0.3629
H14 -1.308 0.568 -1.648  0.5361
H15 0.114 0.558 -0.598  0.4298
C8 -0.680 6.914 -2.780  0.5516
O6 -0.941 5.768 -2.428  -0.7108
N2 0.371 7.200 -3.601  -0.3347
N3 -1.417 7.990 -2.409  -0.3091
H16 0.557 8.143 -3.899  0.1351
H17 0.945 6.442 -3.919  0.2129
H18 -2.200 7.832 -1.802  0.1985
H19 -1.214 8.916 -2.746  0.2073
C9 2.807 -2.747 -0.539  0.6074
O7 3.695 -3.575 -0.718  -0.6571
N4 2.746 -1.955 0.558  -0.1604
N5 1.801 -2.575 -1.450  -0.3415
H20 2.024 -1.274 0.715  0.1412
H21 3.469 -2.066 1.250  0.0906
H22 1.810 -3.158 -2.265  0.1948
H23 1.042 -1.936 -1.307  0.1478
C10 4.942 -3.449 3.524  0.7468
O8 5.231 -2.292 3.231  -0.7106
N6 4.556 -3.814 4.775  -0.4508
N7 4.996 -4.451 2.606  -0.1589
H24 4.343 -4.760 5.027  0.1549
H25 4.504 -3.096 5.472  0.2376
H26 5.263 -4.207 1.673  0.0324
H27 4.779 -5.408 2.813  0.1474
C11 8.820 -4.642 2.994  0.6708
O9 8.313 -5.230 3.933  -0.6560
N8 9.979 -5.069 2.402  -0.3762
N9 8.257 -3.529 2.435  -0.3208
H28 10.406 -4.606 1.622  0.1740
H29 10.404 -5.898 2.773  0.2183
H30 7.400 -3.194 2.845  0.1240
H31 8.654 -3.034 1.659  0.1982
C12 7.139 -6.068 -1.155  0.6720
O10 8.040 -6.888 -1.279  -0.7741
N10 7.036 -5.257 -0.062  -0.0993
N11 6.159 -5.887 -2.081  -0.3232
H32 6.302 -4.578 0.014  0.1251
H33 7.716 -5.341 0.670  -0.0077
H34 6.161 -6.456 -2.907  0.2025
H35 5.428 -5.210 -1.945  0.1830
C13 -9.219 3.920 1.241  0.6327
O11 -8.317 3.106 1.176  -0.5896
N12 -9.311 4.825 2.264  -0.3628
N13 -10.210 3.997 0.300  -0.4193
H36 -10.044 5.505 2.338  0.1626
H37 -8.597 4.791 2.967  0.2208
H38 -10.170 3.344 -0.460  0.2171
H39 -10.959 4.661 0.338  0.1518
C14 -2.519 -5.409 3.416  0.5924
O12 -2.799 -6.479 3.935  -0.6838
N14 -1.355 -5.221 2.716  -0.3009
N15 -3.327 -4.318 3.498  -0.2094
H40 -1.108 -4.345 2.296  0.1362
H41 -0.737 -6.004 2.633  0.1900
H42 -4.196 -4.413 3.993  0.1238
H43 -3.097 -3.432 3.086  0.2017
C15 0.058 9.982 -5.836  0.5290
O13 -0.187 10.033 -4.635  -0.7104
N16 -0.881 10.276 -6.773  -0.3833
N17 1.276 9.596 -6.315  -0.3363
H44 -0.718 10.213 -7.761  0.1645
H45 -1.795 10.533 -6.447  0.2163
H46 2.004 9.412 -5.651  0.2172
H47 1.486 9.542 -7.294  0.1759
C16 -2.420 6.548 -7.199  0.5147
O14 -2.743 7.262 -8.135  -0.6640
N18 -1.538 6.959 -6.241  -0.1321
N19 -2.913 5.283 -7.036  -0.3756
H48 -1.247 6.402 -5.459  0.1234
H49 -1.183 7.892 -6.328  0.2558
H50 -3.567 4.954 -7.721  0.2234
H51 -2.669 4.696 -6.262  0.1708
C17 -6.374 -3.866 5.914  0.6973
O15 -6.309 -3.554 4.735  -0.6559
N20 -5.351 -4.485 6.572  -0.2946
N21 -7.489 -3.614 6.666  -0.4183
H52 -5.393 -4.755 7.536  0.1731
H53 -4.518 -4.698 6.056  0.1103
H54 -8.256 -3.162 6.206  0.2187
H55 -7.570 -3.862 7.633  0.1554
C18 6.503 -10.140 -3.109  0.6475
O16 6.171 -9.698 -4.199  -0.6587
N22 7.288 -9.449 -2.243  -0.2624
N23 6.091 -11.378 -2.680  -0.3805
H56 7.541 -9.783 -1.333  0.1566
H57 7.604 -8.525 -2.486  0.1325
H58 5.507 -11.905 -3.300  0.2176
H59 6.347 -11.765 -1.793  0.1593

Forces on atoms 1 to 2 (eV/Å):
0.176 -0.058 0.088
0.056 -0.146 0.179

[2]
Computed, not measured: a cluster of 2 separate species, C3H9N2 in total at a distorted geometry, with ωB97M-V/def2-TZVPD.

For the LUMO energy (spin up / spin down), the calculation gives -7.1 / -5.3 eV. The relative energy (zero: lowest compared OMol25 entry of this formula, charge and spin) is 144.7 kcal/mol. As for the net charge: +1. For the frontier orbital gap (spin up / spin down), the calculation gives 6.49 / 9.65 eV.

Last column: Mulliken charge in e.
Geometry (Å):
C1 1.771 -0.409 -1.048  -1.3776
C2 -2.675 0.977 -0.002  -0.5095
C3 0.675 0.411 -0.384  0.0815
N1 -0.617 -1.520 0.251  -0.3338
N2 -0.376 -0.394 0.015  0.2712
H1 1.591 -0.835 -2.092  0.3646
H2 2.550 0.264 -1.322  0.3780
H3 2.237 -1.202 -0.435  0.4109
H4 -3.079 0.945 1.068  0.2988
H5 -2.927 0.256 -0.699  0.3376
H6 -1.930 1.689 -0.240  0.2687
H7 0.393 1.288 -1.063  0.2266
H8 1.101 0.759 0.532  0.2915
H9 0.110 -2.243 0.215  0.2916

Forces on atoms 1 to 2 (eV/Å):
0.644 -1.206 -1.910
1.073 -0.162 3.409

[3]
Computed, not measured: a structure of composition C4H8O2, with ωB97M-V/def2-TZVPD.

For the LUMO energy, the calculation gives 1.0 eV. The relative energy (zero: lowest compared OMol25 entry of this formula, charge and spin) is 56.7 kcal/mol. For the frontier orbital gap, the calculation gives 10.76 eV.

Last column: Mulliken charge in e.
Geometry (Å):
C1 2.054 0.021 0.358  -0.7042
O1 0.778 0.449 0.769  -0.3778
C2 -0.190 0.306 -0.222  0.2048
C3 -0.942 -1.027 -0.382  -0.4653
O2 -2.192 -0.320 -0.434  -0.4003
C4 -1.572 0.847 0.131  -0.4159
H1 2.087 -1.063 0.170  0.2762
H2 2.374 0.542 -0.558  0.3172
H3 2.751 0.261 1.164  0.2461
H4 0.176 0.682 -1.189  0.3016
H5 -0.874 -1.652 0.520  0.2560
H6 -0.767 -1.631 -1.278  0.2698
H7 -1.711 0.897 1.219  0.2300
H8 -1.913 1.775 -0.339  0.2618

Forces on atoms 1 to 2 (eV/Å):
0.291 -0.075 -0.051
-0.082 0.041 0.060